No. 1
# C31H56BN2O12P2S2

3 unconnected molecules or ions with the total composition C31H56BN2O12P2S2 in a non-equilibrium geometry (ωB97M-V/def2-TZVPD, the Open Molecules 2025 dataset).

The geometry in XYZ format:
```
106
Properties=species:S:1:pos:R:3:mulliken_charge:R:1
S 0.8724 -2.4297 8.2642 1.202
S 4.2154 4.3116 -8.6038 1.194
P -0.0578 -0.3274 -1.6836 2.183
P 1.4117 -1.4567 -2.8649 -0.131
O 1.3368 -0.9895 -4.5883 -0.381
O -2.4687 1.1896 -1.2371 -0.340
O 3.0020 5.0052 -8.9783 -0.637
O 2.0759 -2.7748 9.3068 -0.313
O 4.6464 3.1004 -9.2685 -0.609
O 4.2776 1.6915 -1.3102 -0.650
O 4.2028 4.0501 -6.9957 -0.282
O 1.1332 -3.0950 7.0060 -0.547
O 3.4932 1.2584 -3.6012 -0.225
O 2.5111 -0.9591 -0.4845 -0.457
O 0.5824 -1.0139 8.3411 -0.620
O 1.0546 0.3490 1.0816 -0.801
N -2.7957 1.0881 -4.4006 -0.578
N 1.0632 -3.1812 -3.0380 -0.613
C -0.2530 -2.4715 0.5044 0.411
C -4.8150 0.0128 -1.5924 -0.381
C -3.1997 1.8064 2.0057 1.076
C -0.5820 -2.6109 3.4178 0.218
C -5.6905 0.5025 1.4525 -0.610
C -6.7655 -0.2579 0.4216 -0.645
C -6.3005 -0.4951 -1.1307 0.474
C -4.1812 1.0217 0.9547 0.391
C -3.7115 0.7770 -0.5938 0.396
C -0.8217 -1.8751 -0.8613 -0.834
C -1.0091 -2.0450 1.9412 -0.206
C 0.6705 -3.6895 3.6150 -0.378
C 0.5208 1.3338 -2.4159 -0.826
C -0.4139 -3.3118 9.1137 -1.001
C 0.9564 -3.5925 0.7566 -0.443
C 3.2755 1.6771 -2.1905 0.438
C -1.3320 -2.1532 4.8324 -0.512
C -1.2548 0.7185 -0.5895 0.743
C 3.1509 1.8910 -6.6479 -0.648
C 3.4155 -2.5238 8.9081 -0.288
C 1.7367 2.1621 -1.7433 -0.391
C -1.3539 -0.6639 -3.0422 -0.230
C 5.5597 5.4720 -8.6272 -0.922
C -1.5964 0.4279 -4.1945 -0.455
C 1.4098 -4.1680 2.2290 -0.588
C -2.8703 3.2984 1.3719 -0.971
C -7.2690 -1.1908 -2.3040 -0.923
C -3.9160 2.1124 3.4857 -1.472
C 3.2840 -1.0547 0.7640 -0.601
C 3.0844 3.3897 -6.4217 -0.231
C 3.7603 -1.0509 9.0238 -0.985
B 1.1850 -0.2858 -0.2372 0.896
H 1.6899 3.2074 -2.3418 0.474
H 0.8818 1.2860 -3.5550 -0.469
H 4.1234 1.4942 -6.3395 0.186
H -3.0209 4.1091 2.2354 0.381
H -6.1035 0.6639 2.5492 0.152
H 2.7195 -1.5903 1.6401 0.150
H 1.5359 -4.0018 -0.1664 0.000
H -1.9294 -1.2844 1.9259 0.071
H -1.7726 3.3604 0.9693 0.122
H 1.0088 -4.0980 4.6813 0.183
H -2.1562 -1.3533 4.6129 0.149
H 6.4381 5.0052 -8.1777 0.308
H -4.9571 2.6069 3.2754 0.354
H -8.3933 -0.8375 -2.1560 0.295
H -2.6180 1.6992 -5.2479 0.241
H 4.0621 -3.0961 9.5815 0.274
H 3.4994 -0.6675 10.0154 0.256
H -1.9499 -1.5529 -0.6002 0.155
H 4.8275 -0.8887 8.8485 0.384
H 0.8374 -3.6883 -2.1700 0.244
H -0.3730 2.1304 -2.4504 0.343
H 4.2390 -1.7278 0.5319 0.188
H 2.3634 1.3800 -6.0869 0.053
H 3.1123 3.5901 -5.3455 0.134
H -0.9893 -1.6531 -3.6093 0.338
H -3.6980 3.5485 0.5689 0.220
H 2.3167 -4.9348 2.2856 0.215
H -7.1396 -2.3533 -2.3347 0.242
H -4.1493 1.0512 3.9701 0.275
H 3.2031 -0.4586 8.2916 0.294
H 1.6470 2.5280 -0.6479 0.098
H 1.5472 -1.7912 -5.1585 0.226
H -0.1702 -4.3758 9.1167 0.320
H 0.9973 1.3439 1.0474 0.387
H 5.2658 6.3645 -8.0717 0.306
H 2.1463 3.8066 -6.8033 0.336
H 3.7086 -0.0272 1.1582 0.132
H -2.4299 -0.9864 -2.6338 0.217
H -3.2223 2.7176 4.2131 0.387
H -1.3504 -3.1432 8.5781 0.360
H 4.2566 0.5791 -3.6161 0.293
H -0.6342 1.7126 -0.3426 -0.480
H -0.4933 -2.9276 10.1324 0.357
H 3.5972 -2.8946 7.8937 0.299
H -0.4840 -1.6040 5.4616 0.043
H -2.2107 1.1999 2.2867 0.033
H 5.7663 5.7295 -9.6680 0.366
H 3.0241 1.6479 -7.7073 0.426
H -4.5151 -0.1673 -2.7339 0.008
H -1.0435 -2.7721 -1.6199 0.728
H -1.4748 0.2605 0.4648 -1.100
H -7.8465 -0.5914 0.7624 0.217
H -0.7107 0.6571 -4.9606 0.101
H -1.6929 -3.0642 5.4817 0.269
H -6.9398 -0.7154 -3.3487 0.286
H 0.4242 -3.4121 -3.8373 0.272
```

## Properties
Orbital gap, eV: 5.075
Largest force on an atom, eV/Å: 8.0
Charge: -1

---

No. 2
# C9H23Br2NO4P

2 unconnected molecules or ions with the total composition C9H23Br2NO4P in a non-equilibrium geometry (ωB97M-V/def2-TZVPD, the Open Molecules 2025 dataset).

The geometry in XYZ format:
```
40
Properties=species:S:1:pos:R:3:mulliken_charge:R:1
Br 4.6429 0.7531 -2.5615 -0.128
Br 1.2992 2.1637 -3.2530 -0.114
P 0.6028 0.1339 -0.2618 0.637
O 0.7521 1.3564 0.9714 -0.507
O -0.3204 -0.9671 0.7825 -0.471
O -2.3552 -0.6093 2.2829 -0.364
O -5.5723 -0.2720 0.2748 -0.574
N 2.1937 -0.6431 -0.0523 -0.271
C 3.0669 2.9212 -3.5797 -0.592
C 2.3962 -1.2133 1.3343 -0.315
C -4.7471 -1.0157 1.2737 0.322
C 4.0375 -1.4823 1.5104 -0.847
C -3.6930 -0.0388 2.0617 -0.539
C -4.0689 -2.2803 0.4818 -0.983
C -1.4410 -0.0770 1.2274 0.068
C -0.6292 1.3381 1.5581 -0.389
C 4.0372 1.8617 -4.0477 -0.574
H 4.3046 -1.9045 2.5750 0.314
H -5.4981 -1.4675 2.0797 0.333
H 4.4091 -2.1855 0.6325 0.196
H -0.5279 0.9178 -0.7182 -0.081
H -3.8506 -1.9888 -0.6416 0.263
H 3.6155 1.1873 -4.7980 0.353
H 0.2676 -0.7151 -1.4102 -0.050
H 2.1020 -0.4997 2.2140 0.195
H 3.3775 3.4169 -2.6559 0.373
H 2.2820 -1.4633 -0.7250 0.293
H 1.8856 -2.2499 1.5191 0.186
H -2.1841 -0.0744 0.2943 0.139
H 4.9459 2.3206 -4.4481 0.304
H -4.8759 -3.1586 0.4283 0.334
H -6.5127 -0.6222 0.2605 0.311
H -3.1304 -2.7518 1.0107 0.220
H 1.3555 1.0545 -1.1251 -0.502
H -4.1929 0.2035 3.1185 0.272
H -3.6688 1.0142 1.4999 0.250
H 4.5333 -0.4184 1.2939 0.172
H -0.5723 1.4715 2.7429 0.240
H 2.9137 3.6744 -4.3574 0.311
H -1.1798 2.3099 1.2072 0.211
```

## Properties
Orbital gap, eV: 6.492
Largest force on an atom, eV/Å: 4.6
Charge: -1

---

No. 3
# C4H6N2O

A single C4H6N2O molecule in a non-equilibrium geometry (ωB97M-V/def2-TZVPD, the Open Molecules 2025 dataset).

The geometry in XYZ format:
```
13
Properties=species:S:1:pos:R:3:mulliken_charge:R:1
O 2.4883 0.1975 0.7197 -0.527
N 1.0061 -1.1494 -0.3237 -0.031
N -2.0817 0.6579 -0.3908 -0.551
C -0.3631 -1.1063 -0.2018 -0.886
C 1.4612 0.1243 -0.1984 0.024
C 0.4036 1.0262 -0.2524 -0.873
C -0.7600 0.2175 -0.2598 1.032
H -2.3046 1.5034 0.1186 0.250
H 1.6075 -1.9137 -0.0484 0.247
H 1.8163 0.4024 1.4273 0.383
H -2.7412 -0.0689 -0.1516 0.227
H -0.9487 -2.0016 -0.2954 0.345
H 0.4164 2.1107 -0.1432 0.359
```

## Properties
Orbital gap, eV: 8.379
Largest force on an atom, eV/Å: 2.1
Energy above the lowest of the compared OMol25 structures with the same formula, charge and spin, kcal per mole: 51.40

---

Molecular weight for the records above, in order: 785.68 400.07 98.10 g/mol
Highest occupied orbital energy for the records above, in order: -3.3 -3.7 -7.6 eV